Entry 1:
DFT (ωB97M-V/def2-TZVPD) results for the ion C8H11N4O2 with charge +1 at a distorted geometry.

Atoms and positions in Å:
C  -1.116  -2.150  0.261
C  -2.042  -0.777  -1.550
C  -0.186  -1.154  0.509
C  -1.008  0.109  -1.367
C  -2.064  -2.009  -0.800
C  1.457  2.984  0.811
C  1.267  1.499  1.053
C  1.084  0.693  -0.306
N  2.524  0.898  1.569
N  2.184  -0.140  -0.397
N  -0.087  -0.122  -0.420
N  -2.917  -2.974  -1.086
O  2.896  0.984  2.724
O  2.859  -0.073  0.785
H  -1.088  -3.052  0.833
H  -2.799  -0.640  -2.287
H  0.499  -1.267  1.318
H  -0.705  0.854  -2.208
H  1.504  3.173  -0.257
H  2.356  3.271  1.324
H  0.734  3.639  1.291
H  0.430  1.235  1.687
H  0.943  1.433  -1.232
H  -3.178  -3.691  -0.363
H  -3.546  -2.723  -1.895

Computed properties:
- multiplicity = 1
- LUMO (alpha / beta) (eV) = -3.95 / -4.32
- HOMO (alpha / beta) (hartree) = -0.4664 / -0.4351
- net charge = +1
- Kohn-Sham gap (alpha / beta) (eV) = 8.74 / 7.52

natural (NBO) atomic charges, in units of e: C -0.271; C -0.299; C 0.101; C 0.104; C 0.289; C -0.629; C -0.129; C 0.055; N 0.363; N -0.175; N -0.341; N -0.728; O -0.309; O -0.074; H 0.248; H 0.244; H 0.248; H 0.261; H 0.224; H 0.252; H 0.249; H 0.242; H 0.215; H 0.438; H 0.422


Entry 2:
DFT (ωB97M-V/def2-TZVPD) results for a cluster of 2 separate species, C8H11N4OS2 in total at a distorted geometry.

Atoms and positions in Å:
C  3.430  -1.296  -1.005
C  4.573  -1.492  -0.189
C  3.986  0.037  1.367
C  2.643  -0.206  -0.696
C  2.949  0.498  0.552
C  0.409  0.357  -0.822
C  -4.410  -0.240  0.061
C  -5.177  0.829  0.719
N  4.755  -0.923  0.950
N  0.456  1.052  0.244
N  1.546  0.017  -1.398
N  -2.170  -0.270  -1.040
O  -2.347  0.929  1.141
S  1.915  1.784  1.029
S  -2.715  -0.394  0.586
H  3.084  -1.874  -1.892
H  5.376  -2.202  -0.403
H  4.208  0.557  2.319
H  -4.808  -1.022  -0.533
H  -6.010  0.483  1.294
H  -5.365  1.505  -0.028
H  -4.484  1.295  1.269
H  -0.349  1.314  0.794
H  1.607  -0.349  -2.350
H  -1.481  -0.963  -1.049
H  -1.619  0.573  -0.924

Computed properties:
- multiplicity = 3
- LUMO (alpha / beta) (eV) = -4.17 / -7.50
- HOMO (alpha / beta) (hartree) = -0.4119 / -0.4596
- net charge = +1
- Kohn-Sham gap (alpha / beta) (eV) = 7.04 / 5.01

natural (NBO) atomic charges, in units of e: C -0.233; C 0.085; C 0.066; C 0.144; C -0.293; C 0.464; C -0.281; C -0.690; N -0.365; N -0.660; N -0.533; N -0.938; O -1.017; S 0.635; S 1.341; H 0.238; H 0.228; H 0.228; H 0.208; H 0.240; H 0.242; H 0.238; H 0.481; H 0.445; H 0.354; H 0.371


Copy entry 1 word for word.
DFT (ωB97M-V/def2-TZVPD) results for the ion C8H11N4O2 with charge +1 at a distorted geometry.

Atoms and positions in Å:
C  -1.116  -2.150  0.261
C  -2.042  -0.777  -1.550
C  -0.186  -1.154  0.509
C  -1.008  0.109  -1.367
C  -2.064  -2.009  -0.800
C  1.457  2.984  0.811
C  1.267  1.499  1.053
C  1.084  0.693  -0.306
N  2.524  0.898  1.569
N  2.184  -0.140  -0.397
N  -0.087  -0.122  -0.420
N  -2.917  -2.974  -1.086
O  2.896  0.984  2.724
O  2.859  -0.073  0.785
H  -1.088  -3.052  0.833
H  -2.799  -0.640  -2.287
H  0.499  -1.267  1.318
H  -0.705  0.854  -2.208
H  1.504  3.173  -0.257
H  2.356  3.271  1.324
H  0.734  3.639  1.291
H  0.430  1.235  1.687
H  0.943  1.433  -1.232
H  -3.178  -3.691  -0.363
H  -3.546  -2.723  -1.895

Computed properties:
- multiplicity = 1
- LUMO (alpha / beta) (eV) = -3.95 / -4.32
- HOMO (alpha / beta) (hartree) = -0.4664 / -0.4351
- net charge = +1
- Kohn-Sham gap (alpha / beta) (eV) = 8.74 / 7.52

natural (NBO) atomic charges, in units of e: C -0.271; C -0.299; C 0.101; C 0.104; C 0.289; C -0.629; C -0.129; C 0.055; N 0.363; N -0.175; N -0.341; N -0.728; O -0.309; O -0.074; H 0.248; H 0.244; H 0.248; H 0.261; H 0.224; H 0.252; H 0.249; H 0.242; H 0.215; H 0.438; H 0.422